[1]
C28H72F12MgN2O20S4 | ωB97M-V/def2-TZVPD

Energy above the lowest of the compared OMol25 structures with the same formula, charge and spin ... 40.6 kcal per mole
Energy ... -155520.6069 eV
LUMO ... -3.88 eV
Frontier orbital gap ... 4.49 eV

Geometry as ORCA input:
```
! RIJCOSX wB97M-V def2-TZVPD def2/J DEFGRID3
* xyz 0 1
Mg -8.78684 14.19220 9.52267
C -3.44151 18.89420 13.58375
F -3.94909 20.12247 13.47397
F -2.33380 19.02638 14.30302
F -4.31997 18.16557 14.28137
S -3.11842 18.25101 11.87796
O -2.33807 19.27726 11.22489
O -2.42247 17.00233 12.10819
N -4.65979 17.83623 11.26188
S -5.01153 19.08316 10.31997
O -5.01330 20.38331 10.95940
O -4.36524 18.95483 9.03467
C -6.87535 18.85352 9.98083
F -7.53908 18.30949 11.00793
F -7.41170 20.03908 9.70595
F -7.04334 18.10075 8.88612
C -10.97832 16.14463 12.09359
F -9.97680 16.95903 11.90957
F -10.56142 15.04771 12.71752
F -11.90480 16.75577 12.76232
S -11.64138 15.58061 10.37309
O -12.26671 14.29466 10.56524
O -12.58355 16.58662 9.97766
N -10.16045 15.42769 9.47421
S -10.10684 16.76676 8.60746
O -10.28831 17.96064 9.39216
O -8.90270 16.72759 7.80484
C -11.62275 16.68106 7.37527
F -12.29394 17.79094 7.56760
F -11.17942 16.67379 6.14336
F -12.38656 15.62003 7.55362
C -12.15883 15.56807 16.00038
C -10.88344 16.00541 16.73882
O -10.60183 17.35318 16.43876
H -12.59080 14.58768 16.21693
H -12.02482 15.57535 14.91665
H -12.96189 16.28982 16.18191
H -10.12989 15.26686 16.46661
H -11.09555 15.86840 17.80424
H -11.37442 17.84574 16.73470
C -10.12478 10.52452 10.93821
C -10.39913 11.98661 10.60705
O -9.21553 12.80761 10.87337
H -10.19703 10.37676 12.01938
H -9.19845 10.07884 10.58449
H -10.95665 9.87374 10.65194
H -11.18122 12.35526 11.26463
H -10.70175 12.13062 9.57026
H -8.86906 12.64713 11.78952
C -16.06978 16.01454 9.44659
C -15.48613 14.92350 10.34891
O -16.45502 13.86675 10.21407
H -15.59281 16.96921 9.69188
H -17.12019 16.20562 9.67167
H -16.01299 15.77132 8.38810
H -15.35009 15.25426 11.38186
H -14.56815 14.46365 9.98395
H -16.04016 12.99953 10.36348
C -14.26583 12.22743 12.70476
C -14.74996 11.01823 11.92496
O -15.90413 11.30221 11.14793
H -15.01598 12.44768 13.46317
H -14.14186 13.12514 12.09422
H -13.28804 12.02458 13.14068
H -14.99714 10.28765 12.70319
H -13.95362 10.53908 11.34726
H -16.21514 10.48638 10.74309
C -15.09294 20.19460 8.76305
C -15.12747 21.71130 8.79092
O -16.36828 22.15279 8.22221
H -15.93727 19.74111 9.28373
H -14.10404 19.78501 8.99018
H -15.19265 19.75751 7.75831
H -14.34582 22.01108 8.08048
H -15.02198 22.20131 9.75171
H -16.43179 21.85458 7.31347
C -6.62213 15.46826 15.21182
C -7.02669 15.48550 13.71665
O -6.24134 16.33385 12.89914
H -6.23160 16.48426 15.33059
H -5.77436 14.82094 15.41901
H -7.45960 15.32699 15.89104
H -8.05532 15.79175 13.49054
H -6.85166 14.45931 13.37075
H -6.28909 17.22275 13.27524
C -8.08431 17.80628 4.22864
C -7.07877 16.77832 3.74468
O -6.78042 15.84145 4.77220
H -8.25870 18.62339 3.52236
H -7.73977 18.27321 5.15219
H -9.09384 17.40900 4.37463
H -6.20799 17.40690 3.54388
H -7.47297 16.27813 2.86201
H -5.86514 15.94418 5.03910
C -13.58359 11.23727 8.19625
C -14.55383 12.35619 7.82346
O -15.01243 12.16576 6.48789
H -13.10591 11.52106 9.13884
H -12.94028 10.92749 7.37815
H -14.17645 10.37403 8.51683
H -14.02952 13.31846 7.78313
H -15.33797 12.43339 8.57359
H -15.35537 12.99161 6.13804
C -12.23288 19.34996 3.30263
C -13.53243 19.18159 4.08599
O -14.20687 18.01651 3.57873
H -11.60070 20.11158 3.76672
H -12.45402 19.64307 2.27945
H -11.63101 18.44305 3.35468
H -14.21263 20.03517 4.02955
H -13.34876 19.02799 5.15612
H -15.13239 18.25755 3.48976
C -12.71266 19.97237 11.44859
C -11.57816 20.39436 12.38581
O -11.98058 21.41923 13.27793
H -12.33574 19.62340 10.48496
H -13.21914 20.90512 11.18269
H -13.41218 19.25679 11.87578
H -10.76856 20.77483 11.75795
H -11.23584 19.52126 12.94047
H -11.83524 22.27951 12.88127
C -10.42412 12.44829 14.68643
C -8.95540 12.84350 14.45134
O -8.41094 12.06229 13.38785
H -10.93320 13.08139 15.41011
H -10.47895 11.39489 14.96547
H -10.90405 12.56844 13.71247
H -8.35955 12.72065 15.35761
H -8.94726 13.89742 14.17981
H -8.18965 11.18849 13.72365
C -13.10059 13.39514 4.16076
C -13.12702 14.89058 4.23067
O -13.46209 15.45158 2.97682
H -12.49474 13.00643 3.34146
H -14.07823 12.91064 4.10060
H -12.73471 12.93140 5.08362
H -12.13824 15.28377 4.49567
H -13.83218 15.19520 5.01962
H -13.64507 16.39756 3.14843
*
```

Atom charges from the Löwdin analysis, given in e for atoms 1 to 99:
1 Mg 1.18
2 C -0.68
3 F 0.12
4 F 0.15
5 F 0.12
6 S 0.63
7 O -0.29
8 O -0.32
9 N -0.29
10 S 0.57
11 O -0.31
12 O -0.31
13 C -0.65
14 F 0.11
15 F 0.13
16 F 0.09
17 C -0.68
18 F 0.17
19 F 0.13
20 F 0.21
21 S 0.71
22 O -0.29
23 O -0.24
24 N -0.39
25 S 0.61
26 O -0.25
27 O -0.28
28 C -0.67
29 F 0.16
30 F 0.16
31 F 0.14
32 C -0.10
33 C -0.32
34 O -0.06
35 H 0.07
36 H 0.04
37 H 0.08
38 H 0.09
39 H 0.11
40 H 0.09
41 C -0.05
42 C -0.24
43 O -0.17
44 H 0.07
45 H 0.09
46 H 0.09
47 H 0.09
48 H 0.11
49 H 0.09
50 C -0.07
51 C -0.30
52 O -0.12
53 H 0.06
54 H 0.08
55 H 0.07
56 H 0.11
57 H 0.07
58 H 0.02
59 C -0.06
60 C -0.30
61 O -0.07
62 H 0.09
63 H 0.05
64 H 0.06
65 H 0.11
66 H 0.10
67 H 0.11
68 C -0.10
69 C -0.30
70 O -0.09
71 H 0.08
72 H 0.05
73 H 0.07
74 H 0.11
75 H 0.11
76 H 0.07
77 C -0.05
78 C -0.32
79 O -0.11
80 H 0.07
81 H 0.08
82 H 0.06
83 H 0.09
84 H 0.10
85 H 0.07
86 C -0.10
87 C -0.31
88 O -0.08
89 H 0.07
90 H 0.08
91 H 0.05
92 H 0.11
93 H 0.11
94 H 0.08
95 C -0.07
96 C -0.30
97 O -0.08
98 H 0.05
99 H 0.08


[2]
C28H72F12N6O18S4 | ωB97M-V/def2-TZVPD

Energy above the lowest of the compared OMol25 structures with the same formula, charge and spin ... 0.0 kcal per mole
Energy ... -151932.3400 eV
LUMO ... -5.21 eV
Frontier orbital gap ... 6.45 eV

Geometry as ORCA input:
```
! RIJCOSX wB97M-V def2-TZVPD def2/J DEFGRID3
* xyz 2 1
C -12.63568 6.60478 -2.97473
C -12.53136 8.00455 -2.36774
C -12.75219 8.12986 -0.87034
O -12.61472 9.49119 -0.54493
C -12.86297 9.80452 0.83034
N -11.17568 8.62020 -2.70189
H -10.85784 9.40035 -2.12431
H -10.52709 7.87596 -2.43138
H -11.07456 8.77848 -3.70220
H -11.82161 5.95025 -2.65235
H -12.69038 6.61100 -4.06260
H -13.55501 6.13276 -2.62795
H -13.21810 8.65486 -2.91005
H -11.89860 7.65872 -0.34727
H -13.61705 7.60614 -0.45264
H -13.94726 9.77565 0.95418
H -12.43758 10.78241 1.03069
H -12.44791 9.01690 1.46594
C -14.57697 7.28929 3.55627
C -14.61050 6.26811 4.64844
C -14.61926 4.84540 4.10424
O -14.77991 3.86390 5.14102
C -16.05222 3.80935 5.79533
N -13.45411 6.40729 5.61182
H -13.29316 7.32979 6.02262
H -13.58461 5.81372 6.43197
H -12.64495 5.98749 5.13524
H -15.47427 7.25406 2.93798
H -13.73521 7.19250 2.86992
H -14.46597 8.28103 4.00216
H -15.49432 6.41675 5.26945
H -13.73183 4.51061 3.56652
H -15.49899 4.70531 3.46964
H -16.20701 4.66304 6.45800
H -16.01826 2.84420 6.29353
H -16.93591 3.81127 5.15034
C -8.91053 11.26486 0.96180
C -8.37552 12.67409 1.37235
C -8.99296 13.14445 2.70123
O -8.52849 14.36985 3.12704
C -8.79838 14.68502 4.50654
N -6.86202 12.68342 1.45608
H -6.54062 11.88686 2.01398
H -6.34186 12.72498 0.58146
H -6.57766 13.54539 1.93274
H -9.96642 11.40625 0.73543
H -8.61628 10.51461 1.69176
H -8.42530 10.96829 0.02639
H -8.50711 13.50912 0.68084
H -8.80430 12.34724 3.43293
H -10.07611 13.14784 2.52497
H -9.76988 14.36409 4.88133
H -8.76249 15.77109 4.54361
H -7.98654 14.27534 5.10693
C -5.73849 5.35115 3.70366
C -5.73395 5.22313 5.23908
C -4.38523 4.87054 5.89371
O -4.54440 4.73656 7.30359
C -5.03898 3.43979 7.67157
N -6.31473 6.47343 5.83297
H -7.32405 6.49549 5.62120
H -6.25942 6.66224 6.83522
H -5.95959 7.33603 5.38737
H -5.47470 6.30581 3.24479
H -6.68232 5.11695 3.21204
H -4.97459 4.64060 3.37848
H -6.40450 4.37820 5.40375
H -3.72925 5.73918 5.80121
H -3.88040 4.03883 5.40233
H -4.55977 3.40002 8.65150
H -4.64112 2.59273 7.10571
H -6.12290 3.30974 7.70979
C -11.62506 3.40794 -0.45969
C -11.05604 3.05446 0.89976
C -11.59434 1.78008 1.53303
O -11.08402 1.78858 2.86528
C -11.85435 0.81832 3.60987
N -9.52786 3.12601 0.95645
H -9.27709 3.99754 0.49507
H -9.17310 3.21470 1.91414
H -9.12560 2.29555 0.52597
H -12.63172 3.06640 -0.68856
H -11.00237 3.02291 -1.27442
H -11.64586 4.49015 -0.59831
H -11.35758 3.84018 1.59472
H -11.28475 0.89237 0.97354
H -12.68034 1.90003 1.51578
H -12.00388 -0.14500 3.12306
H -12.81409 1.32795 3.73301
H -11.37638 0.72867 4.58402
C -11.58334 2.12639 7.31994
C -10.23343 2.25033 6.63253
C -9.36505 3.25348 7.39379
O -9.03682 2.77205 8.67027
C -8.78328 3.80507 9.64281
N -9.51313 0.89545 6.71655
H -8.61284 0.91006 6.24204
H -9.34023 0.72829 7.71426
H -10.06664 0.09403 6.41388
H -12.21329 1.35947 6.86613
H -12.07776 3.08817 7.41790
H -11.45203 1.75147 8.33960
H -10.36998 2.51114 5.58378
H -10.00482 4.13580 7.49595
H -8.48076 3.58798 6.84044
H -9.75279 4.19261 9.95960
H -8.16090 4.57452 9.18717
H -8.31847 3.27620 10.46985
C -7.40102 10.00213 5.86476
F -8.37095 9.33611 5.23615
F -7.81016 11.20294 6.22948
F -7.08669 9.30672 6.94972
S -5.86343 10.19240 4.79854
O -4.82602 10.74433 5.65821
O -5.44342 8.82175 4.47282
O -6.12564 11.07601 3.65241
C -11.86894 10.85064 4.62738
F -11.88235 12.16620 4.60470
F -12.91499 10.39279 3.90780
F -10.72350 10.43049 4.07678
S -12.00568 10.25524 6.44590
O -10.63677 9.96485 6.82350
O -12.54140 11.39909 7.15140
O -12.84915 9.07683 6.46575
C -10.54255 7.10797 2.86171
F -11.59912 6.63575 2.18896
F -9.59321 7.48677 2.01946
F -10.91870 8.12717 3.60732
S -9.90168 5.81234 4.05986
O -9.03138 6.47145 5.01032
O -11.06100 5.22090 4.74642
O -9.26409 4.82039 3.18874
C -14.62451 4.88921 0.70712
F -13.67707 5.61414 1.35175
F -14.34315 4.87788 -0.60066
F -14.58477 3.62994 1.16103
S -16.29092 5.75093 0.93487
O -17.19857 4.73125 0.43428
O -16.39445 6.01654 2.35868
O -16.13272 6.96589 0.15454
*
```

Atom charges from the Löwdin analysis, given in e for atoms 1 to 99:
1 C -0.01
2 C -0.28
3 C -0.19
4 O -0.20
5 C -0.04
6 N 0.23
7 H 0.16
8 H 0.16
9 H 0.18
10 H 0.08
11 H 0.10
12 H 0.09
13 H 0.16
14 H 0.12
15 H 0.13
16 H 0.11
17 H 0.09
18 H 0.07
19 C -0.04
20 C -0.28
21 C -0.18
22 O -0.22
23 C -0.08
24 N 0.23
25 H 0.10
26 H 0.16
27 H 0.09
28 H 0.05
29 H 0.06
30 H 0.09
31 H 0.16
32 H 0.12
33 H 0.10
34 H 0.08
35 H 0.09
36 H 0.10
37 C -0.01
38 C -0.27
39 C -0.23
40 O -0.17
41 C -0.03
42 N 0.22
43 H 0.10
44 H 0.17
45 H 0.17
46 H 0.08
47 H 0.08
48 H 0.07
49 H 0.15
50 H 0.13
51 H 0.14
52 H 0.10
53 H 0.10
54 H 0.10
55 C -0.02
56 C -0.29
57 C -0.17
58 O -0.17
59 C -0.08
60 N 0.22
61 H 0.10
62 H 0.17
63 H 0.09
64 H 0.09
65 H 0.06
66 H 0.09
67 H 0.13
68 H 0.15
69 H 0.13
70 H 0.10
71 H 0.09
72 H 0.06
73 C -0.03
74 C -0.30
75 C -0.18
76 O -0.19
77 C -0.05
78 N 0.24
79 H 0.16
80 H 0.12
81 H 0.17
82 H 0.09
83 H 0.09
84 H 0.07
85 H 0.14
86 H 0.15
87 H 0.13
88 H 0.10
89 H 0.11
90 H 0.05
91 C -0.02
92 C -0.28
93 C -0.21
94 O -0.21
95 C -0.03
96 N 0.24
97 H 0.17
98 H 0.16
99 H 0.16